# 1
{
  "formula": "C5H8N2",
  "method": "ωB97M-V/def2-TZVPD",
  "symbols": ["C", "C", "C", "N", "C", "N", "C", "H", "H", "H", "H", "H", "H", "H", "H"],
  "xyz": [[2.33406, -0.46362, 0.36301], [0.86418, -0.29611, 0.13402], [0.13397, -1.15597, -0.63403], [-1.16141, -0.66357, -0.73049], [-1.24170, 0.49689, -0.01909], [-2.47381, 1.16097, 0.11371], [-0.01829, 0.73956, 0.56050], [2.88761, 0.36578, -0.09204], [2.61986, -0.49801, 1.41787], [2.68325, -1.37817, -0.13176], [0.34195, -2.20191, -0.74174], [-1.86178, -0.98755, -1.38372], [-2.36687, 2.01185, 0.64943], [-2.89667, 1.38561, -0.77857], [0.19477, 1.50165, 1.29527]],
  "forces_ev_per_a": [[0.1, 0.0, 0.1], [0.0, -0.3, 0.0], [-0.1, 0.0, 0.3], [-0.1, 0.0, 0.1], [0.0, -0.1, 0.2], [0.1, 0.1, -0.1], [0.0, 0.2, 0.0], [-0.1, -0.1, 0.1], [-0.1, 0.0, 0.0], [-0.1, 0.1, 0.2], [0.1, -0.2, -0.8], [0.1, 0.0, 0.4], [0.0, 0.0, -0.1], [0.0, 0.0, 0.0], [0.0, 0.2, -0.2]],
  "e_above_lowest_ev": 0.382,
  "smiles": "Cc1c[nH]c(N)c1",
  "charge": 0,
  "homo_lumo_gap_ev": 8.318
}

***

# 2
{
  "formula": "C5H8N2",
  "method": "ωB97M-V/def2-TZVPD",
  "symbols": ["N", "C", "C", "N", "C", "C", "C", "H", "H", "H", "H", "H", "H", "H", "H"],
  "xyz": [[-1.87304, -0.09121, -1.12683], [-0.74960, -0.56747, -0.32887], [0.17481, -1.44546, -1.09672], [0.88663, -2.12665, -1.70782], [-0.01159, 0.63269, 0.27577], [1.48247, 0.68268, 0.43234], [0.60752, 0.55996, 1.64248], [-2.43218, -0.87041, -1.46019], [-1.53117, 0.40471, -1.94548], [-1.16418, -1.19067, 0.47266], [-0.50970, 1.56372, 0.01815], [2.05502, -0.19221, 0.13536], [1.97949, 1.62863, 0.23806], [0.49779, 1.41354, 2.30482], [0.58772, -0.40185, 2.14626]],
  "forces_ev_per_a": [[0.0, -0.1, -0.2], [0.1, -0.1, 0.1], [0.7, -0.7, -0.6], [-0.8, 0.8, 0.7], [-0.1, 0.1, -0.1], [0.2, 0.0, -0.1], [0.0, 0.0, 0.2], [0.1, 0.1, 0.0], [-0.1, 0.0, 0.1], [0.1, 0.1, -0.1], [0.1, -0.1, 0.1], [-0.1, 0.1, 0.0], [-0.1, -0.1, 0.1], [0.0, -0.1, -0.1], [0.0, 0.1, -0.1]],
  "e_above_lowest_ev": 1.373,
  "smiles": "N#C[C@H](N)C1CC1",
  "charge": 0,
  "homo_lumo_gap_ev": 11.281
}

***

# 3
{
  "formula": "C5H8N2",
  "method": "ωB97M-V/def2-TZVPD",
  "symbols": ["C", "C", "C", "C", "N", "N", "C", "H", "H", "H", "H", "H", "H", "H", "H"],
  "xyz": [[-2.61187, 0.58200, 0.10725], [-1.73482, -0.20934, -0.78245], [1.48688, 0.46042, -0.42916], [0.61407, 1.57450, -0.74689], [0.02444, 2.53253, -1.02165], [1.24284, -0.31316, 0.54018], [2.21944, -1.34808, 0.80547], [-2.14224, 1.46987, 0.54058], [-3.54877, 0.86353, -0.40086], [-2.93908, -0.09267, 0.92066], [-2.38505, -1.02118, -1.17571], [2.37857, 0.38015, -1.06438], [3.03983, -1.38709, 0.07238], [1.71593, -2.31953, 0.83342], [2.63986, -1.17196, 1.80117]],
  "forces_ev_per_a": [[0.3, 0.1, -0.1], [-0.5, -0.1, 0.2], [0.0, -0.1, 0.2], [-0.5, 0.9, -0.2], [0.6, -0.9, 0.3], [0.2, 0.3, -0.3], [0.1, -0.1, 0.1], [0.0, -0.1, -0.1], [0.1, -0.1, 0.0], [0.0, 0.0, -0.1], [0.0, 0.1, 0.0], [-0.1, 0.0, 0.1], [-0.1, 0.0, 0.1], [0.0, 0.2, 0.0], [-0.1, -0.1, -0.1]],
  "e_above_lowest_ev": 5.568,
  "charge": 0,
  "homo_lumo_gap_ev": [8.438, 8.432]
}

***

# 4
{
  "formula": "C5H8N2",
  "method": "ωB97M-V/def2-TZVPD",
  "symbols": ["C", "C", "C", "C", "N", "C", "N", "H", "H", "H", "H", "H", "H", "H", "H"],
  "xyz": [[2.01678, -0.33036, -0.18722], [0.88196, -0.45864, 0.80129], [-0.25534, -1.08903, 0.29621], [-1.16423, -0.07252, -0.05780], [-2.30567, -0.19794, -0.85823], [-0.60957, 1.12763, 0.35819], [0.51334, 0.84555, 1.09241], [2.90167, 0.20436, 0.17831], [2.28624, -1.25370, -0.70796], [1.46529, 0.36438, -0.88580], [-0.30339, -2.13266, -0.00101], [-3.02190, 0.46957, -0.61551], [-2.68329, -1.13450, -0.86491], [-0.97034, 2.13379, 0.22678], [1.24845, 1.52407, 1.22525]],
  "forces_ev_per_a": [[0.2, 0.0, -0.1], [-0.1, 0.0, 0.1], [0.0, 0.1, -0.2], [0.2, 0.1, 0.0], [-0.3, -0.1, 0.2], [-0.5, 0.1, 0.5], [0.1, 0.1, -0.6], [0.0, -0.3, 0.0], [0.0, 0.2, 0.2], [1.0, -0.6, -0.2], [0.1, 0.3, -0.2], [-0.1, -0.1, 0.0], [0.0, 0.1, 0.0], [-0.2, 0.0, 0.3], [-0.2, 0.0, -0.1]],
  "e_above_lowest_ev": 2.083,
  "smiles": "Cc1cc(N)c[nH]1",
  "charge": 0,
  "homo_lumo_gap_ev": 8.404
}

***

# 5
{
  "formula": "C5H8N2",
  "method": "ωB97M-V/def2-TZVPD",
  "symbols": ["C", "N", "C", "C", "C", "C", "N", "H", "H", "H", "H", "H", "H", "H", "H"],
  "xyz": [[-1.36760, -1.31732, 0.41084], [-0.17491, -0.52580, 0.20705], [1.10762, -0.89310, 0.42589], [1.95738, 0.11881, 0.01081], [1.16370, 1.14360, -0.51367], [-0.21804, 0.76688, -0.36309], [-1.46604, 1.21553, -0.87298], [-2.21100, -0.63251, 0.51213], [-1.55620, -1.96040, -0.45513], [-1.25911, -1.93338, 1.30754], [1.33401, -1.82674, 0.92451], [3.03244, 0.12481, 0.12686], [1.49064, 2.10371, -0.89325], [-0.53868, 1.48726, 0.46570], [-1.29420, 2.12866, -1.29323]],
  "forces_ev_per_a": [[0.0, -0.1, 0.0], [0.0, -0.1, 0.0], [0.0, -0.1, 0.1], [0.0, 0.1, 0.0], [0.4, 0.0, -0.1], [-0.2, 0.0, 0.1], [0.1, -0.1, -0.3], [0.1, -0.1, 0.0], [0.0, 0.1, 0.1], [0.0, 0.1, -0.1], [0.0, 0.1, -0.1], [-0.2, 0.0, 0.0], [-0.1, -0.2, 0.1], [0.0, 0.3, 0.3], [0.0, 0.0, 0.0]],
  "e_above_lowest_ev": 3.888,
  "charge": 0,
  "homo_lumo_gap_ev": [6.845, 7.752]
}

***

# 6
{
  "formula": "C5H8N2",
  "method": "ωB97M-V/def2-TZVPD",
  "symbols": ["C", "N", "C", "C", "C", "N", "C", "H", "H", "H", "H", "H", "H", "H", "H"],
  "xyz": [[2.72200, -0.08672, 0.11455], [1.28400, 0.02998, 0.10996], [0.59304, -1.04501, 0.10004], [-0.85766, -1.00959, 0.02458], [-1.36811, 0.21866, -0.14446], [-2.68764, 0.82577, -0.23832], [-1.18231, 1.54914, -0.37499], [3.08149, -1.12903, 0.14186], [3.13293, 0.39368, -0.78254], [3.13686, 0.44691, 0.97871], [1.06507, -2.04010, 0.12807], [-1.46090, -1.90831, 0.02776], [-3.27148, 0.76502, 0.59426], [-3.21435, 0.72617, -1.09982], [-0.97294, 2.26342, 0.42036]],
  "forces_ev_per_a": [[0.2, 0.0, 0.0], [-0.1, -0.4, 0.0], [0.2, 0.1, 0.0], [0.0, 0.0, 0.0], [0.2, 0.2, -0.1], [-0.3, -0.1, 0.0], [-0.4, -0.1, 0.2], [-0.1, 0.1, 0.0], [-0.1, -0.1, 0.1], [-0.1, -0.1, -0.1], [0.0, 0.1, 0.0], [0.1, 0.1, 0.0], [0.3, 0.1, -0.1], [0.2, 0.1, 0.2], [-0.1, -0.1, -0.1]],
  "e_above_lowest_ev": 4.536,
  "charge": 0,
  "homo_lumo_gap_ev": 8.043
}

***

# 7
{
  "formula": "C5H8N2",
  "method": "ωB97M-V/def2-TZVPD",
  "symbols": ["C", "C", "C", "C", "N", "C", "N", "H", "H", "H", "H", "H", "H", "H", "H"],
  "xyz": [[-0.00460, 0.07232, -0.31985], [0.80341, 0.57782, -1.48988], [-1.23564, 0.84017, 0.06504], [0.53649, -0.58093, 1.97852], [0.76705, -0.55160, 0.70573], [0.06054, -1.60421, -0.35196], [-0.12357, -2.67857, -0.75925], [-1.82821, 1.05776, -0.82158], [0.19430, 0.56187, -2.39596], [1.68369, -0.04382, -1.66084], [1.12889, 1.60496, -1.29316], [-1.85166, 0.27793, 0.77225], [-0.95865, 1.78616, 0.54274], [1.09881, -1.28587, 2.57338], [-0.27084, -0.03400, 2.45483]],
  "forces_ev_per_a": [[-0.1, -2.8, 0.2], [0.0, 0.0, 0.0], [-0.1, -0.3, 0.0], [-0.2, 0.2, -0.8], [2.0, 1.3, 2.9], [-2.1, 1.6, -2.8], [0.3, -0.1, 0.5], [0.0, 0.0, 0.0], [0.0, 0.1, 0.1], [-0.1, 0.1, 0.1], [0.0, -0.1, 0.0], [0.1, 0.0, -0.1], [0.1, -0.1, -0.1], [0.1, 0.0, 0.0], [0.0, 0.2, 0.0]],
  "e_above_lowest_ev": 3.877,
  "charge": 0,
  "homo_lumo_gap_ev": 8.892
}

***

# 8
{
  "formula": "C5H8N2",
  "method": "ωB97M-V/def2-TZVPD",
  "symbols": ["C", "C", "C", "C", "N", "N", "C", "H", "H", "H", "H", "H", "H", "H", "H"],
  "xyz": [[1.63668, -0.61015, 0.48108], [0.31701, -0.36496, -0.20569], [-0.96786, -0.11197, 0.46233], [-0.85357, -1.24590, 1.36302], [-0.57038, -2.36654, 1.02571], [-0.11047, 1.01403, 0.10359], [-0.72813, 1.84069, -0.92722], [1.65571, -0.13479, 1.47205], [1.87729, -1.67134, 0.57846], [2.41295, -0.13073, -0.12527], [-0.12391, -1.92184, -0.20873], [-1.90065, -0.20252, -0.09261], [-1.30229, 1.25999, -1.66626], [0.06820, 2.37967, -1.44623], [-1.38822, 2.56804, -0.44686]],
  "forces_ev_per_a": [[0.0, -0.1, 0.0], [0.2, 0.2, 0.0], [-0.2, -0.1, -0.1], [0.3, -0.7, -0.3], [-0.2, 0.6, 0.2], [0.0, 0.1, 0.0], [-0.1, 0.1, -0.1], [-0.1, 0.0, -0.1], [-0.1, 0.1, 0.0], [-0.1, -0.1, 0.1], [-0.1, -0.1, 0.2], [0.1, 0.0, 0.1], [0.1, 0.1, 0.1], [-0.1, -0.1, 0.1], [0.1, -0.1, -0.1]],
  "e_above_lowest_ev": 7.649,
  "charge": 0,
  "homo_lumo_gap_ev": [8.335, 8.337]
}